Entry from OMol25: C6H14NO as an isolated structure (ωB97M-V/def2-TZVPD).

```
! wB97M-V def2-TZVPD RIJCOSX def2/J DEFGRID3
* xyz -1 1
C 3.984 0.177 1.561
O 2.634 0.166 1.502
C 4.527 0.174 3.010
C -4.026 -0.246 -1.286
C -3.549 -0.711 -2.527
C -2.755 0.586 -1.350
N -1.512 -0.457 -1.223
C -0.562 0.046 -0.257
H 4.421 -0.719 1.043
H 4.438 1.088 1.086
H 5.624 0.189 3.035
H 4.154 1.091 3.488
H 4.098 -0.636 3.578
H -4.891 0.384 -1.097
H -3.173 -1.723 -2.618
H -3.358 -0.124 -3.429
H -2.396 1.121 -0.463
H -2.340 1.134 -2.191
H -2.005 -1.213 -0.755
H -0.085 0.969 -0.573
H 0.232 -0.645 -0.018
H -0.997 0.232 0.738
*
```

Computed properties:
Energy relative to the best compared isomer or geometry (same formula, charge and spin), eV: 7.3108
HOMO-LUMO gap, eV: 3.767
Electronic energy, eV: -9979.313